[1]
119
Properties=species:S:1:pos:R:3:lowdin_charge:R:1 method="wB97M-V/def2-TZVPD" de_lowest_kcal_mol=0.0 orbital_gap_ha=0.3319 energy_ev=-74468.325
O 13.086 28.476 16.794 -0.0706
O 12.939 22.568 18.204 -0.0970
O 9.585 20.419 13.059 -0.0855
O 10.020 22.842 21.910 -0.0562
O 11.593 27.746 19.074 -0.0062
O 11.600 20.133 17.824 -0.0320
O 7.993 25.027 13.862 -0.0132
O 9.113 24.465 16.792 -0.0678
O 16.482 21.130 20.430 0.0260
O 15.713 22.665 17.967 -0.0802
O 16.031 20.099 16.266 0.0304
O 9.164 27.354 17.667 -0.0600
O 11.512 25.128 12.985 -0.0040
O 7.462 20.785 19.408 0.0060
O 18.694 24.009 14.245 -0.0021
O 16.777 28.973 17.022 -0.0772
N 12.750 28.760 20.758 0.1739
N 16.327 19.646 14.059 0.1532
N 15.179 19.650 21.527 0.1494
N 10.253 26.524 14.279 0.1656
N 10.512 28.361 20.978 0.1729
N 17.824 23.520 16.301 0.1529
N 7.445 21.946 17.425 0.1527
N 14.615 20.319 19.375 0.1644
N 16.568 23.175 14.442 0.1583
N 9.029 23.011 14.092 0.1918
N 8.131 23.630 12.078 0.1788
N 12.533 26.788 14.173 0.1720
N 14.233 20.081 14.873 0.1676
N 8.802 22.594 19.158 0.1676
C 15.573 20.019 15.138 -0.6860
C 15.527 20.370 20.404 -0.6550
C 7.815 21.743 18.732 -0.6718
C 11.292 23.226 21.378 -0.4904
C 11.694 21.158 12.292 -0.0464
C 12.369 24.937 17.927 -0.0298
C 17.140 27.846 16.179 -0.4589
C 11.781 24.532 21.956 -0.0556
C 12.151 23.530 17.464 -0.4497
C 11.436 26.089 13.748 -0.6841
C 9.913 20.629 10.590 -0.0525
C 10.495 20.267 11.946 -0.4573
C 8.311 23.934 13.399 -0.6463
C 11.618 28.230 20.196 -0.6247
C 12.390 23.371 15.971 -0.0313
C 12.282 22.060 21.608 -0.0512
C 17.918 26.872 17.055 -0.0583
C 17.787 23.563 14.940 -0.6876
C 15.838 27.202 15.716 -0.0640
H 10.063 27.200 18.011 -0.0007
H 17.752 28.226 15.360 0.1382
H 8.802 19.906 12.824 0.1011
H 10.266 22.427 22.744 0.0904
H 9.785 24.723 16.147 0.0164
H 6.588 21.613 17.032 0.0974
H 10.847 19.232 11.988 0.1331
H 8.692 25.302 17.041 0.0492
H 9.103 23.376 18.596 0.0574
H 12.415 21.750 18.220 0.0350
H 10.467 28.948 21.788 0.1018
H 8.445 22.745 11.728 0.0680
H 11.648 23.857 15.332 0.0554
H 17.327 19.590 14.113 0.1053
H 10.735 20.071 17.403 0.0662
H 13.264 25.496 17.641 0.0842
H 17.257 29.759 16.754 0.0764
H 9.239 28.153 17.139 0.0449
H 12.518 20.940 11.612 0.0890
H 18.781 27.430 17.423 0.0783
H 11.649 19.358 18.392 0.0579
H 12.431 21.903 22.679 0.0828
H 17.315 26.493 17.877 0.0834
H 12.477 27.956 17.344 -0.0023
H 18.721 23.624 16.743 0.1059
H 13.621 20.240 15.655 0.0846
H 10.226 27.385 14.790 0.0890
H 15.900 22.829 15.110 0.0658
H 15.761 19.839 22.320 0.1020
H 11.151 25.387 21.711 0.0662
H 13.407 23.520 15.603 0.0828
H 14.069 19.474 19.435 0.0885
H 11.300 23.256 20.287 0.1036
H 11.134 23.146 17.589 0.1096
H 12.272 25.100 18.999 0.0682
H 12.831 24.770 21.777 0.0846
H 10.323 19.962 9.830 0.0834
H 13.773 28.762 17.403 0.0323
H 7.647 24.291 11.502 0.1070
H 17.140 23.041 16.884 0.0493
H 14.742 22.756 17.969 0.0133
H 8.987 23.027 15.095 0.0630
H 15.256 26.940 16.594 0.0657
H 14.503 18.916 21.451 0.0872
H 12.476 27.400 14.969 0.0548
H 16.087 26.240 15.249 0.0734
H 13.418 26.393 13.911 0.0926
H 14.929 20.589 18.447 0.0708
H 15.962 22.618 18.901 0.0369
H 13.192 22.219 21.033 0.0679
H 11.800 21.180 21.176 0.0799
H 11.748 24.445 23.053 0.0823
H 8.837 20.430 10.559 0.0811
H 11.943 21.063 13.347 0.0573
H 13.623 28.808 20.269 0.1078
H 15.929 19.461 13.157 0.0893
H 7.995 22.618 16.918 0.0400
H 9.191 22.120 13.629 0.0541
H 9.641 28.026 20.600 0.1103
H 18.232 26.033 16.435 0.0539
H 16.318 23.261 13.477 0.0973
H 13.886 20.203 13.941 0.0681
H 10.148 21.652 10.304 0.0807
H 12.688 29.191 21.661 0.0969
H 15.397 27.790 14.913 0.0779
H 9.138 22.410 20.096 0.0696
H 11.572 25.521 17.449 0.0611
H 12.211 22.316 15.701 0.0632
H 9.418 26.105 13.857 0.0623
H 11.430 22.209 12.137 0.0790

=====

[2]
118
Properties=species:S:1:pos:R:3:lowdin_charge:R:1 method="wB97M-V/def2-TZVPD" de_lowest_kcal_mol=0.0 orbital_gap_ha=0.2886 energy_ev=-70573.067
O 2.217 -1.796 2.189 -0.1701
O 3.180 -0.138 4.202 -0.1299
O 4.346 -0.466 0.951 -0.1025
O -0.308 5.075 -1.666 -0.1022
O -3.414 -1.181 -2.251 -0.1130
O -3.497 1.061 3.982 -0.0944
O -3.603 -2.435 1.251 -0.1454
O -1.635 4.115 2.887 -0.1121
O 0.778 1.907 -2.973 -0.1507
O 1.574 0.379 0.267 -0.0829
O -2.143 2.900 -4.841 -0.1928
O 2.057 3.016 -0.522 -0.1022
O 1.118 -4.236 -3.909 -0.0721
O -0.277 -3.727 -0.063 -0.1690
O -3.020 2.054 0.797 -0.1324
O 6.124 -0.808 -1.378 -0.1019
O -2.526 -2.374 3.777 -0.1075
N -4.755 -2.736 -1.475 0.1816
N -0.265 -1.969 4.518 0.1471
N -0.597 -2.573 2.455 0.2124
N 5.551 0.062 2.910 0.1170
N -2.158 1.201 -3.078 0.1791
N 6.654 -0.726 1.287 0.1941
N -5.274 -2.025 -3.460 0.1748
N 3.960 -0.076 -1.568 0.1681
N -4.062 1.902 -3.750 0.1283
N 5.094 -0.271 -3.396 0.1528
C 5.055 -0.490 -2.115 -0.6533
C -4.450 -2.014 -2.477 -0.6588
C -1.088 4.000 -1.148 -0.1512
C 0.766 2.779 -4.087 -0.1601
C 2.678 -3.050 1.718 -0.1202
C 1.239 -2.940 -3.382 -0.3155
C 2.818 3.060 0.687 -0.1290
C 5.493 -0.368 1.684 -0.5990
C 2.049 0.627 4.071 -0.1409
C -0.229 3.593 2.596 -0.0881
C 0.590 -0.462 -0.201 -0.3065
C -2.771 2.008 -3.862 -0.5747
C -1.154 -2.382 3.608 -0.5492
C -1.564 -3.945 -0.729 -0.0951
C 0.013 -2.018 -3.753 -0.0462
C -3.844 -1.011 1.260 -0.1225
C -3.870 2.131 -0.274 -0.1742
C -2.113 0.993 4.213 -0.1597
C -0.750 0.235 -0.153 -0.0310
H -3.333 2.615 1.497 0.0715
H -2.039 -2.989 -1.001 0.0588
H -3.970 3.212 -0.440 0.0881
H -0.665 -1.567 5.360 0.1075
H -2.064 4.210 2.078 0.0003
H 4.665 0.348 3.412 0.0779
H 0.112 4.097 1.668 0.0636
H 2.275 2.633 1.521 0.0568
H 0.634 -1.413 0.388 0.0915
H 2.660 -3.785 2.505 0.0706
H 2.069 1.547 4.598 0.0854
H -4.212 -2.604 -0.555 0.1097
H 7.449 -1.143 1.819 0.1603
H -4.774 1.633 0.064 0.0791
H -1.711 1.787 4.778 0.0647
H -1.569 -0.366 -0.383 0.0432
H -0.590 0.998 -0.854 0.0330
H 0.112 -4.592 -0.018 0.0689
H -5.053 -1.374 -4.307 0.1799
H 3.144 4.051 0.994 0.0835
H -2.156 4.167 -1.322 0.0774
H 0.220 -1.770 -4.811 0.0850
H -0.902 -2.498 -3.491 0.0463
H -2.909 -0.577 1.703 0.0737
H -3.152 -2.613 2.043 -0.0158
H 1.094 2.420 -2.222 0.0325
H 6.007 -0.545 -3.830 0.1383
H -5.607 -3.216 -1.344 0.1094
H 1.266 0.085 4.537 0.0591
H -4.118 -0.483 0.318 0.0666
H 0.401 2.254 -4.973 0.0773
H -0.913 0.689 0.870 0.0862
H 1.231 -3.067 -2.319 0.0760
H 6.599 -0.933 0.326 0.0386
H 2.868 -1.442 2.794 0.0429
H 0.661 -2.384 4.613 0.1160
H -4.625 -0.713 1.927 0.0686
H 0.143 3.664 -3.952 0.0684
H 2.106 -2.398 -3.787 0.1005
H 0.368 -2.387 2.343 0.0498
H -3.937 0.320 4.368 0.0642
H -6.097 -2.565 -3.589 0.1061
H 1.773 -4.848 -3.598 0.0719
H 1.758 3.152 -4.401 0.0824
H -0.245 2.527 2.403 0.0388
H 0.009 -1.086 -3.178 0.0473
H -1.158 1.366 -3.038 0.0764
H -2.638 0.446 -2.659 0.0302
H -4.603 2.632 -4.276 0.1365
H -1.314 -4.551 -1.580 0.0712
H 3.141 -0.622 5.055 0.1367
H 2.109 -3.381 0.851 0.0688
H 3.851 -0.201 -0.507 0.0652
H -1.905 0.124 4.792 0.0411
H -1.618 0.885 3.211 0.0797
H 1.707 2.176 -0.356 -0.0075
H -0.804 3.036 -1.607 0.0459
H -4.668 1.301 -3.129 0.1298
H 4.314 -0.348 -4.033 0.1095
H 0.824 -0.746 -1.226 0.0901
H 6.006 1.042 3.093 0.1698
H 0.555 3.838 3.358 0.0886
H 0.599 4.980 -1.334 0.0699
H -3.514 1.617 -1.200 0.0608
H 1.663 0.769 3.125 0.0557
H 3.771 -3.006 1.386 0.1064
H 2.172 -0.228 0.708 0.0444
H 3.763 2.557 0.583 0.0714
H 3.051 -0.113 -2.044 0.1110
H -1.075 -2.727 1.570 0.0928
H -0.995 3.782 -0.056 0.0582
H -2.202 -4.560 -0.037 0.0970